1.
A 2-piece molecular cluster, C3H10N3S overall at a distorted geometry, computed with wB97M-V/def2-TZVPD.

Positions of all 17 atoms, in Å:
C -1.668946 1.429610 0.177445
C 1.957671 -0.001098 -1.141053
C 0.064995 -0.215796 0.850011
N -1.287331 -0.456028 -1.053728
N 0.325559 -1.571836 0.836353
N -0.982899 0.187397 -0.045569
S 1.452374 0.856591 0.372987
H -2.121566 1.752268 -0.760105
H -0.997912 2.189509 0.572078
H -2.466897 1.266590 0.907241
H 1.222607 0.145639 -1.928417
H 2.118578 -1.056568 -0.940908
H 2.894781 0.462698 -1.437031
H -0.440306 0.359153 2.296275
H -0.804686 -1.352279 -1.155999
H -0.443519 -2.165835 1.131155
H 1.177500 -1.830010 1.319261

Force components x, y, z for each atom (eV/Å):
C -0.931 1.299 0.211
C -0.167 0.024 0.250
C 0.114 1.779 4.574
N -0.712 0.663 -0.148
N -0.296 -0.482 -0.242
N -0.482 -1.483 -1.477
S 0.176 -0.312 0.425
H 0.180 -0.108 0.088
H 0.094 -0.203 -0.076
H 0.137 -0.168 -0.029
H -0.019 -0.010 -0.170
H 0.073 0.044 -0.091
H 0.020 0.053 -0.033
H 1.266 -1.276 -3.845
H 0.484 -0.048 0.583
H 0.074 0.099 0.108
H -0.012 0.130 -0.128

HOMO	-13.8	eV
2S+1	1
gap between HOMO and LUMO	0.298	Eh
electronic energy	-18568.530	eV
charge	+1
lowest unoccupied orbital energy	-5.6733	eV

***

2.
An isolated ion of composition C3H10N3S and charge +1 at a distorted geometry, computed with wB97M-V/def2-TZVPD.

Positions of all 17 atoms, in Å:
C -0.542764 -0.187188 1.277421
C 1.230184 1.354119 0.251349
C -1.780825 0.008674 -0.753195
N 0.594627 0.871297 1.193420
N -0.710105 -0.706634 0.071883
N 1.544989 -1.203714 -1.185589
S 0.154997 -2.000721 -0.547617
H -0.350701 -0.857107 2.146271
H -1.504126 0.357991 1.643388
H 0.635235 1.267026 2.135244
H 1.896356 2.200325 0.293749
H 1.091931 0.881860 -0.725850
H -1.352297 0.753724 -1.399472
H -2.475723 -0.680792 -1.154077
H -2.320989 0.575260 -0.026238
H 1.407449 -0.996955 -2.257857
H 2.481762 -1.637166 -0.962828

Force components x, y, z for each atom (eV/Å):
C 2.040 4.069 4.523
C 3.718 2.698 -8.030
C 1.016 -0.324 1.350
N -5.485 -3.941 9.775
N -2.724 -2.364 -5.225
N -0.531 -1.860 -1.393
S 1.066 2.026 -0.233
H 0.450 0.022 -0.961
H 1.414 -0.800 -0.931
H 0.418 0.146 -0.655
H -0.175 0.011 0.379
H 0.244 0.588 0.372
H 0.376 -0.198 -0.737
H -0.377 -0.755 -0.980
H -0.453 0.271 0.399
H 0.397 -0.018 2.765
H -1.394 0.430 -0.416

HOMO (alpha / beta)	-8.7 / -14.5	eV
2S+1	3
gap between HOMO and LUMO (alpha / beta)	0.187 / 0.219	Eh
electronic energy	-18565.539	eV
charge	+1
⟨S²⟩	2.01
lowest unoccupied orbital energy (alpha / beta)	-3.6528 / -8.5426	eV

***

3.
An isolated ion of composition C3H10N3S and charge +1 at a distorted geometry, computed with wB97M-V/def2-TZVPD.

Positions of all 17 atoms, in Å:
C -0.254339 -2.006527 -0.962443
C -0.491381 2.120542 -0.927755
C 0.059459 -0.168896 0.637244
N 1.342473 -2.163736 0.523338
N 0.746334 0.074033 1.915372
N 0.384772 -1.511323 0.147762
S 0.795115 0.949247 -0.797904
H -0.358787 -1.191733 -1.673906
H -1.163455 -2.549778 -0.650431
H 0.375731 -2.682841 -1.611803
H -1.375897 1.514646 -1.070216
H -0.184081 2.586963 -1.785616
H -0.413005 2.813613 -0.086441
H -1.083247 0.054559 0.668797
H 1.844533 -1.785323 1.280732
H 0.162706 0.176215 2.821598
H 1.481172 0.765341 1.731153

Force components x, y, z for each atom (eV/Å):
C -1.267 -1.602 -3.131
C 0.383 -0.952 1.131
C -1.022 -1.721 1.479
N 4.641 -3.986 0.739
N -1.069 0.594 -0.674
N -3.112 4.201 1.379
S 0.723 -0.191 0.842
H -1.096 0.417 -0.225
H 0.035 0.498 -0.710
H -0.344 0.395 1.411
H -0.682 0.486 0.284
H -0.026 1.778 -2.287
H -0.569 -0.152 0.094
H 2.006 -0.475 -0.380
H 0.455 0.892 1.391
H 1.270 0.152 -2.470
H -0.326 -0.335 1.127

HOMO (alpha / beta)	-10.8 / -14.0	eV
2S+1	3
gap between HOMO and LUMO (alpha / beta)	0.260 / 0.212	Eh
electronic energy	-18566.407	eV
charge	+1
⟨S²⟩	2.01
lowest unoccupied orbital energy (alpha / beta)	-3.7561 / -8.2676	eV

***

4.
A 2-piece molecular cluster, C3H10N3Si overall at a distorted geometry, computed with wB97M-V/def2-TZVPD.

Positions of all 17 atoms, in Å:
C -0.955469 -0.105426 1.952161
C 0.818742 -1.886987 -0.404943
C 1.463166 1.218926 -0.076837
N -1.322899 1.122801 -1.785406
N -2.069488 1.369234 -2.597391
N -2.922563 1.300302 -3.387436
Si 0.286046 -0.273805 0.493615
H -1.761773 -0.833880 2.050129
H -0.270694 -0.312097 2.786935
H -1.453800 0.853020 2.188293
H 1.708577 -1.783077 -1.034822
H 0.950999 -2.595632 0.436287
H 0.036084 -2.391015 -0.943524
H 1.733963 1.906642 0.819507
H 2.456755 0.767562 -0.301005
H 1.224718 1.913971 -0.949121
H -3.236769 2.170278 -3.880316

Force components x, y, z for each atom (eV/Å):
C 0.532 -0.115 -0.350
C -0.512 0.571 1.758
C 0.603 0.522 1.572
N 0.465 0.384 0.222
N 2.626 -0.842 3.150
N -3.621 1.176 -3.878
Si 0.377 1.599 -1.681
H 0.313 -0.381 -0.479
H -0.007 0.030 0.198
H 0.772 -0.070 -0.669
H -0.200 0.153 0.393
H 0.525 0.142 -0.275
H -0.618 0.168 -0.483
H -0.829 -1.038 -1.307
H -0.701 -0.042 -0.074
H -0.302 -1.299 1.176
H 0.576 -0.960 0.725

HOMO	-13.6	eV
2S+1	1
gap between HOMO and LUMO	0.313	Eh
electronic energy	-15611.387	eV
charge	+1
lowest unoccupied orbital energy	-5.0865	eV

***

> Among the records above, which one has the lowest electronic energy?

number 1